Density functional theory data (the ωB97M-V functional and the def2-TZVPD basis) for CH2LiOY as an isolated structure.

As for the HOMO-LUMO gap (spin up / spin down): 6.00 / 7.57 eV. As for the charge: +2.

The geometry in XYZ format:
```
6
Properties=species:S:1:pos:R:3:forces:R:3
C -0.751 -0.135 0.057 3.013 -0.679 1.219
O 0.038 0.812 0.456 -1.251 -1.179 -1.161
H -1.393 -0.553 0.870 -0.623 0.699 -0.453
Y 0.920 -1.512 -1.076 -0.811 0.967 0.268
Li -0.604 2.570 0.950 0.389 0.110 0.192
H -2.115 1.406 0.499 -0.717 0.083 -0.066
```
Positions in Å, forces in eV/Å.